## a
DFT (wB97M-V/def2-TZVPD) results for a single C5H11N3O molecule.

```
20
Properties=species:S:1:pos:R:3
C -0.58 0.96 -0.93
C 1.79 0.69 0.07
C -1.52 0.94 0.25
C 0.29 -1.28 -0.30
C 0.50 0.06 -0.36
N -1.40 1.98 1.12
N 1.25 -2.15 0.20
N -0.78 -1.91 -0.92
O -2.39 0.08 0.41
H -1.93 1.95 1.97
H -0.62 2.61 1.06
H -0.92 -2.87 -0.67
H 1.93 -1.72 0.80
H 0.89 -3.02 0.57
H -1.65 -1.38 -0.86
H -1.06 0.52 -1.81
H -0.20 1.95 -1.15
H 2.05 0.44 1.10
H 2.62 0.38 -0.57
H 1.73 1.78 0.01
```

Calculated values
* HOMO energy: -7.1 eV
* charge: 0
* LUMO: 0.8 eV
* orbital gap: 7.977 eV
* SMILES string: CC(CC(N)=O)=C(N)N

=====

## b
DFT (wB97M-V/def2-TZVPD) results for a single C5H11N3O molecule.

```
20
Properties=species:S:1:pos:R:3
C 1.76 -0.79 -0.62
C 0.22 0.28 0.91
C -1.54 0.76 -1.29
C -2.65 0.59 -2.20
C 1.69 -0.90 2.39
H 2.51 -0.05 -0.28
H 1.78 -0.82 -1.70
H 2.06 -1.78 -0.21
H -0.99 1.53 1.74
H -0.53 0.79 -1.71
H -2.60 -0.24 -2.94
H -2.68 1.54 -2.74
H -3.54 0.58 -1.58
H 1.23 -1.86 2.22
H 1.87 -0.88 3.46
H 2.69 -0.83 2.01
N -0.82 1.19 0.82
N -1.76 1.11 -0.11
N 0.83 0.22 2.04
O 0.48 -0.45 -0.21
```

Calculated values
* HOMO energy: -8.0 eV
* charge: 0
* LUMO: 0.9 eV
* orbital gap: 8.865 eV
* SMILES string: C/C=N/N/C(=N/C)OC

=====

Most stable: a (next structure +3.131 eV)

=====

## a
DFT (wB97M-V/def2-TZVPD) results for C5H11N3O as an isolated structure.

```
20
Properties=species:S:1:pos:R:3
C -0.82 -1.59 1.73
C -0.55 -0.17 1.29
O -1.57 0.59 1.10
H 0.34 0.28 1.76
H 0.09 -2.18 1.71
H -1.20 -1.55 2.76
H -1.59 -2.05 1.11
C 0.24 -0.51 -0.50
C 0.70 1.43 -0.73
N -0.83 -0.70 -1.34
N -0.23 2.21 -0.23
C 1.81 1.53 -1.43
N 1.31 -1.21 -0.43
H -0.88 -1.53 -1.91
H -1.71 -0.27 -1.07
H 0.13 2.90 0.43
H -1.06 1.66 0.27
H 1.31 -2.01 -1.07
H 2.03 2.47 -1.92
H 2.49 0.70 -1.55
```

Calculated values
* HOMO energy (spin up / spin down): -8.4 / -8.4 eV
* charge: 0
* LUMO (spin up / spin down): -0.7 / -0.7 eV
* orbital gap (spin up / spin down): 7.622 / 7.622 eV

=====

## b
DFT (wB97M-V/def2-TZVPD) results for C5H11N3O as an isolated structure.

```
20
Properties=species:S:1:pos:R:3
C -0.20 -1.01 2.17
C -0.48 2.04 -1.53
C 0.75 -1.52 -1.51
N 0.00 -0.16 1.01
C -1.14 -0.18 -0.02
C -0.09 -0.40 -1.01
N 0.98 0.84 1.14
N -0.63 0.60 -1.67
O -2.30 -0.51 0.17
H 1.80 0.49 1.64
H 0.61 1.63 1.66
H -1.04 -1.70 2.03
H -0.44 -0.39 3.05
H 0.69 -1.61 2.39
H -0.49 2.51 -2.52
H -1.35 2.46 -1.01
H 0.45 2.32 -1.02
H 0.83 -2.31 -0.76
H 1.74 -1.14 -1.79
H 0.30 -1.95 -2.41
```

Calculated values
* HOMO energy (spin up / spin down): -6.9 / -6.9 eV
* charge: 0
* LUMO (spin up / spin down): 0.5 / 0.5 eV
* orbital gap (spin up / spin down): 7.477 / 7.478 eV

=====

## c
DFT (wB97M-V/def2-TZVPD) results for C5H11N3O as an isolated structure.

```
20
Properties=species:S:1:pos:R:3
C 0.13 2.30 1.24
N 0.28 0.86 1.46
C 1.50 0.42 -0.44
N 0.98 0.02 0.74
H -0.39 0.40 2.06
H -0.55 2.67 2.00
H -0.28 2.51 0.25
H 1.10 2.79 1.35
H 2.22 -0.28 -0.84
H 1.75 1.47 -0.63
C -0.27 -2.58 -0.44
C -0.92 -1.24 -0.44
C -0.24 -0.02 -1.42
N -1.97 -0.97 0.18
O -0.93 0.98 -1.53
H -2.28 -0.01 0.02
H 0.19 -0.58 -2.27
H 0.72 -2.51 0.01
H -0.87 -3.28 0.14
H -0.15 -2.95 -1.46
```

Calculated values
* HOMO energy: -8.5 eV
* charge: 0
* LUMO: 0.0 eV
* orbital gap: 8.493 eV

=====

Most stable: c (next structure +0.576 eV)

=====

## a
DFT (wB97M-V/def2-TZVPD) results for C3H8INS as an isolated structure.

```
14
Properties=species:S:1:pos:R:3
C -1.74 0.87 0.54
C 0.11 -1.38 -0.93
C -0.77 1.21 -0.44
N 2.31 -0.56 0.78
S 0.67 0.35 -0.61
I 4.08 0.00 0.00
H -1.78 1.70 1.29
H -1.64 -0.08 1.03
H -2.66 0.87 -0.01
H -0.90 -1.38 -0.53
H 0.71 -1.92 -0.21
H 0.16 -1.85 -1.90
H -0.62 2.25 -0.64
H 2.06 -0.09 1.63
```

Calculated values
* HOMO energy (spin up / spin down): -7.3 / -7.6 eV
* charge: 0
* LUMO (spin up / spin down): -0.7 / -0.5 eV
* orbital gap (spin up / spin down): 6.625 / 7.113 eV

=====

## b
DFT (wB97M-V/def2-TZVPD) results for C3H8INS as an isolated structure.

```
14
Properties=species:S:1:pos:R:3
C 1.36 0.67 -1.47
C -1.21 -0.87 -0.29
C 1.32 -0.10 -0.21
N -1.44 0.50 2.10
S 0.03 -0.41 0.87
I -1.54 -0.99 3.57
H 0.91 0.13 -2.37
H 2.48 0.74 -1.71
H 0.90 1.64 -1.34
H -0.86 -1.53 -1.10
H -1.28 0.05 -0.91
H -2.17 -1.14 0.14
H 2.28 0.11 0.27
H -0.77 1.20 2.45
```

Calculated values
* HOMO energy (spin up / spin down): -7.8 / -7.8 eV
* charge: 0
* LUMO (spin up / spin down): -0.4 / -0.4 eV
* orbital gap (spin up / spin down): 7.442 / 7.439 eV

=====

Most stable: b (next structure +0.236 eV)

=====

## a
DFT (wB97M-V/def2-TZVPD) results for a single C3H2N2O molecule.

```
8
Properties=species:S:1:pos:R:3
C 0.37 0.22 0.27
C 0.13 0.97 -0.76
C -3.22 0.02 0.00
N -0.96 0.80 0.30
N -2.06 -0.20 0.24
O -4.35 -0.05 -0.25
H 1.17 -0.32 0.89
H -0.06 1.59 -1.66
```

Calculated values
* HOMO energy: -8.7 eV
* charge: 0
* LUMO: 0.8 eV
* orbital gap: 9.524 eV
* SMILES string: O=C=NN1C=C1

=====

## b
DFT (wB97M-V/def2-TZVPD) results for a single C3H2N2O molecule.

```
8
Properties=species:S:1:pos:R:3
C 1.96 0.54 -0.01
C -0.45 1.34 0.06
C 0.61 0.37 -0.36
N 3.04 0.73 0.31
N -0.46 0.15 0.64
O -0.98 2.38 -0.09
H 0.34 -0.24 -1.48
H -0.41 -0.21 1.57
```

Calculated values
* HOMO energy: -10.3 eV
* charge: 0
* LUMO: 0.5 eV
* orbital gap: 10.813 eV
* SMILES string: N#C[C@H]1NC1=O

=====

Most stable: b (next structure +2.439 eV)